{
  "formula": "C5H10NO",
  "method": "wB97M-V/def2-TZVPD",
  "s_squared": 1.351,
  "e_tot_ev": -8855.1696,
  "fmax_ev_per_a": 6.22,
  "charge": 2,
  "multiplicity": 2,
  "gap_ha": [0.2245, 0.1765],
  "homo_ev": [-19.05, -18.75],
  "de_lowest_kj_mol": 776.32,
  "e_lumo_ha": [-0.4757, -0.5125],
  "elements": ["O", "C", "C", "C", "C", "C", "N", "H", "H", "H", "H", "H", "H", "H", "H", "H", "H"],
  "positions_angstrom": [[1.223, -0.526, 1.772], [0.653, 0.529, 2.089], [0.332, 1.499, 0.946], [-0.433, 1.112, -0.328], [-0.159, -0.513, -0.616], [-1.121, -1.415, -0.941], [1.278, -0.789, -0.789], [0.201, 0.929, 3.043], [1.210, 2.047, 0.743], [-0.232, 2.216, 1.654], [-1.449, 1.331, -0.221], [-0.254, 1.359, -1.343], [-2.068, -1.268, -0.318], [-0.918, -1.651, -1.928], [-1.766, -3.661, -2.014], [1.853, -0.264, -0.084], [1.650, -0.934, -1.667]],
  "forces_ev_per_a": [[-1.4166, 2.0031, 2.1613], [0.5669, -2.2884, -2.1672], [-1.5550, 2.2306, 1.6914], [0.6369, -4.4466, 1.7280], [4.1232, 2.5030, 0.8712], [-1.9473, 1.6088, 2.3567], [-3.8650, 2.9164, 3.9005], [1.1736, -1.2651, -0.0211], [1.4438, 0.5382, -0.2865], [0.0997, -0.3769, -2.1952], [-1.8290, -0.1597, 0.3873], [1.3865, 1.4343, -0.7722], [0.8516, -0.9580, -1.5394], [-0.6479, -1.6758, -2.4436], [0.1872, 0.1204, 0.2416], [-0.4307, -0.5426, -1.4451], [1.2219, -1.6419, -2.4678]]
}



{
  "formula": "C20H21Cl2N3O2S",
  "method": "wB97M-V/def2-TZVPD",
  "e_tot_ev": -65525.0126,
  "fmax_ev_per_a": 5.87,
  "charge": 0,
  "gap_ha": 0.3288,
  "smiles": "O=C(NCc1ccc(Cl)cc1Cl)c1ccc(CN2CCN3C(=O)CC[C@@H]3C2)s1",
  "homo_ev": -8.56,
  "de_lowest_kj_mol": 0.00,
  "e_lumo_ha": 0.0141,
  "elements": ["O", "C", "N", "C", "C", "C", "C", "C", "Cl", "C", "C", "Cl", "C", "C", "C", "C", "C", "N", "C", "C", "N", "C", "O", "C", "C", "C", "C", "S", "H", "H", "H", "H", "H", "H", "H", "H", "H", "H", "H", "H", "H", "H", "H", "H", "H", "H", "H", "H", "H"],
  "positions_angstrom": [[1.909, 0.558, 3.840], [1.644, -0.314, 3.030], [2.140, -1.628, 3.084], [2.776, -2.173, 4.258], [3.855, -3.123, 3.905], [5.043, -3.153, 4.678], [6.067, -4.045, 4.459], [5.852, -5.057, 3.557], [7.193, -6.219, 3.259], [4.638, -5.089, 2.852], [3.627, -4.161, 3.033], [2.242, -4.504, 2.050], [0.927, 0.040, 1.755], [0.500, 1.328, 1.580], [-0.060, 1.478, 0.213], [0.075, 0.416, -0.617], [-0.316, 0.228, -2.016], [-1.540, 1.025, -2.183], [-2.812, 0.481, -1.604], [-3.991, 1.560, -1.582], [-4.102, 2.293, -2.894], [-5.115, 3.204, -3.198], [-6.138, 3.032, -2.570], [-4.716, 4.067, -4.312], [-3.215, 3.685, -4.592], [-2.858, 2.825, -3.412], [-1.799, 1.721, -3.457], [0.625, -0.979, 0.355], [2.213, -2.189, 2.236], [3.020, -1.237, 4.760], [2.013, -2.727, 4.867], [5.148, -2.388, 5.420], [7.059, -3.730, 4.879], [4.492, -5.859, 2.130], [0.416, 2.091, 2.237], [-0.553, 2.395, -0.048], [0.461, 0.481, -2.663], [-0.518, -0.817, -2.155], [-2.657, 0.051, -0.588], [-3.098, -0.392, -2.231], [-3.883, 2.325, -0.779], [-4.880, 1.041, -1.375], [-4.811, 5.189, -4.123], [-5.460, 3.861, -5.126], [-2.599, 4.578, -4.734], [-3.247, 3.061, -5.506], [-2.484, 3.631, -2.717], [-2.220, 1.027, -4.151], [-0.868, 2.114, -3.803]],
  "forces_ev_per_a": [[-0.5579, -0.8648, 0.2216], [1.3912, -1.1029, -1.0755], [-0.9138, 0.9171, -0.8783], [-1.6089, 0.8470, 0.1215], [0.2751, -0.0238, 1.7667], [-1.1392, 0.4262, -1.1121], [1.2186, 1.2244, 0.5621], [0.1513, -0.3983, -0.7979], [-1.2785, 0.8096, 0.0204], [1.4415, -0.8427, 0.3686], [1.5009, -0.9498, -0.4157], [-0.4558, 0.3613, 0.1409], [-0.0831, 0.5962, 0.5767], [-1.1745, -3.2279, -4.7593], [0.8039, 0.3542, 1.4592], [0.6981, -0.9364, 2.7667], [-2.9509, 0.1953, 1.0310], [-1.3594, 1.4254, 0.0683], [0.4008, 0.4310, -0.6903], [1.7968, 0.7918, -0.8817], [1.3374, 0.1574, -0.2730], [-0.3499, -3.2997, 2.9100], [-1.1189, 1.5395, -0.5540], [0.0481, 2.0185, -1.2353], [-1.6492, -0.9384, -1.8466], [1.4949, 1.1157, 2.7462], [-0.2974, -0.3480, 0.4168], [0.5458, 1.2005, 0.0011], [-0.5883, 0.6371, 0.3355], [0.7827, -0.5050, 0.7778], [0.5328, 0.4414, -0.2557], [0.1755, 0.3964, 0.1739], [-1.0105, -1.1635, -0.1824], [-0.0550, -0.5029, -0.3336], [0.2911, 2.0076, 2.2624], [0.0196, 0.2257, -0.4409], [1.0907, 0.8297, -1.3214], [-0.1099, -0.9193, -0.3983], [0.0310, 0.6857, -0.5459], [-0.3513, 0.3778, 0.1202], [0.3360, -0.5335, -0.3758], [-1.2687, -0.5793, 0.0090], [-0.0551, -1.5528, 0.1995], [0.9557, 0.1616, 0.4032], [0.0360, -0.4580, 0.0464], [0.4090, 0.4325, 0.1372], [-0.0038, -0.8421, 0.3015], [-0.0354, -0.8541, -1.1230], [0.6508, 0.2364, -0.4475]]
}



{
  "formula": "C2H4O3",
  "method": "wB97M-V/def2-TZVPD",
  "e_tot_ev": -8279.4431,
  "fmax_ev_per_a": 3.20,
  "charge": 0,
  "gap_ha": 0.4158,
  "smiles": "O=C1CO1.O",
  "homo_ev": -10.74,
  "de_lowest_kj_mol": 204.17,
  "e_lumo_ha": 0.0213,
  "elements": ["O", "C", "C", "O", "H", "H", "O", "H", "H"],
  "positions_angstrom": [[0.988, -0.561, 2.346], [0.806, 0.529, 1.875], [0.272, 1.843, 1.696], [1.313, 1.202, 0.885], [-0.596, 2.127, 1.046], [0.684, 2.657, 2.300], [0.283, -1.502, -1.053], [-0.476, -1.685, -1.612], [0.416, -0.552, -1.161]],
  "forces_ev_per_a": [[-0.6193, 1.6114, -0.1922], [0.2704, -3.0770, 0.8176], [-1.1223, 1.9819, -0.4725], [1.2604, 0.2402, -1.2361], [0.5257, -0.6017, 1.1279], [-0.3319, -0.1868, -0.0384], [-0.0309, 0.3338, -0.0434], [-0.1002, -0.1559, -0.0600], [0.1481, -0.1459, 0.0971]]
}